Entry 1:
Computed, not measured: a molecular structure, C44H31N3O2PS3Y, with wB97M-V/def2-TZVPD.

Output
**Total charge**: 0
**Lowest unoccupied orbital energy**: -0.08 eV
**Largest force on an atom**: 0.0180 hartree/bohr
**DFT total energy**: -3584.31614 hartree
**Orbital gap**: 6.3 eV

Last column: Mulliken charge in e.
Cartesian coordinates (Å):
Y 0.6741 0.6062 0.1977  -0.28
S 1.1361 2.7628 1.9013  -0.43
S -2.0060 1.6690 -0.4217  1.18
S 1.1772 1.5920 4.7253  -0.27
P 0.9388 -1.8746 -1.4801  1.32
O -1.4165 0.9714 0.7586  -0.51
O -3.3696 1.3229 -0.6654  -0.69
N 0.6354 0.2319 2.6270  0.42
N -0.9232 1.4114 -1.5607  0.68
N 0.1613 0.1524 -4.2453  1.10
C -1.9959 3.3722 0.0117  0.32
C -1.3840 0.0900 -6.2874  -2.11
C -3.0282 2.8282 -4.3386  -1.15
C 3.1906 -4.6899 0.5481  -1.05
C 3.8609 -2.5271 1.3812  1.12
C 0.9293 1.4465 3.0123  0.31
C -0.9618 4.2134 -0.3698  0.10
C -2.0380 6.0125 0.8025  -0.45
C 0.4051 -2.0485 3.5524  -0.38
C 0.8900 -0.1121 4.9170  1.03
C -1.4426 1.6873 -2.8863  -0.42
C -0.1893 -1.2181 -4.6667  -0.66
C 0.6484 -4.9656 -4.1220  -0.77
C 1.3813 0.2969 -3.4143  0.09
C 3.2630 -0.5118 -2.2370  -0.19
C 2.7108 -0.4571 0.6208  0.13
C 2.1724 -2.6873 -0.3738  0.89
C -0.9861 5.5398 0.0300  -0.84
C 0.6901 -2.2514 5.9461  -0.48
C -0.6669 -5.3865 -3.9421  -0.51
C 2.0949 1.4366 -3.7476  -0.74
C -3.0686 3.8394 0.7634  -0.71
C -0.8438 -1.1278 -5.8675  0.01
C 3.9696 -3.9402 1.3740  -0.92
C 4.0093 0.5936 -2.6191  -0.80
C 0.4397 -2.8261 4.6937  -0.77
C -3.0789 5.1665 1.1645  -0.67
C -1.7263 1.0371 -5.2608  1.75
C 2.9096 -1.8764 0.5577  0.11
C 0.9181 -0.8920 6.0702  -0.53
C -1.0727 0.9478 -4.0185  -0.44
C 4.6035 -0.3886 2.1941  -1.04
C -2.4109 2.6591 -3.0980  -0.22
C 1.9143 -0.6932 -2.5652  -0.41
C 3.5945 0.2392 1.4197  -0.47
C -2.7276 2.0144 -5.3990  -1.03
C 0.6248 -0.6801 3.6723  -0.59
C 3.4063 1.6086 -3.3297  -1.08
C -0.9897 -3.6758 -2.2859  -0.64
C 1.1427 -3.9073 -3.3791  0.41
C 0.3210 -3.2565 -2.4609  0.18
C -1.4831 -4.7472 -3.0225  -0.79
C 4.7090 -1.7451 2.2060  -0.87
C 2.3027 -4.0533 -0.3497  -0.74
H 0.4762 -1.9944 -4.3501  0.25
H -2.7467 3.2890 -2.2893  0.37
H 0.2738 -3.8927 4.6173  0.40
H -3.2487 2.1037 -6.3444  0.39
H -2.5085 -5.0662 -2.8890  0.42
H 5.4410 -2.2453 2.8301  0.37
H 5.2654 0.2154 2.8043  0.45
H -3.7864 3.5953 -4.4373  0.42
H 1.1213 -0.4515 7.0383  0.39
H -0.1615 3.8444 -0.9959  0.44
H -0.1834 6.2038 -0.2635  0.41
H 1.7228 -4.6773 -1.0137  0.49
H 0.2211 -2.4889 2.5799  0.38
H 3.2596 -5.7703 0.5501  0.43
H 0.4649 0.5862 -5.1495  0.73
H 2.1655 -3.5757 -3.5208  0.33
H 4.6843 -4.4114 2.0397  0.39
H -3.8778 3.1715 1.0262  0.45
H 1.6220 2.1745 -4.3864  0.57
H -0.9270 -2.0185 -6.4820  0.49
H 3.7446 -1.2690 -1.6375  0.71
H 3.9506 2.5031 -3.6013  0.44
H -1.8816 0.1705 -7.2436  0.28
H -3.9043 5.5401 1.7567  0.42
H 3.5190 1.3182 1.5064  0.49
H -2.0515 7.0480 1.1178  0.40
H -1.0548 -6.2102 -4.5279  0.40
H 5.0459 0.6636 -2.3185  0.45
H 1.2845 -5.4630 -4.8428  0.43
H -1.6382 -3.1528 -1.5936  0.52
H 0.7109 -2.8789 6.8278  0.38

***

Entry 2:
Computed, not measured: a molecular structure, C44H32Cl2F3N6OSSeSiSn, with wB97M-V/def2-TZVPD.

Output
**Total charge**: -1
**Lowest unoccupied orbital energy**: 1.94 eV
**Largest force on an atom**: 0.0161 hartree/bohr
**DFT total energy**: -6623.13998 hartree
**Orbital gap**: 5.8 eV

Last column: Mulliken charge in e.
Cartesian coordinates (Å):
Sn -0.6153 -0.7747 -0.1052  0.46
Se -0.9604 -2.4237 3.3704  0.53
Cl 2.1990 -3.3262 4.1025  -0.28
Cl 5.2609 -5.5697 0.3272  -0.31
S -3.5602 -0.1738 1.8981  -0.03
Si 0.6088 1.3225 1.0819  0.75
F 8.0984 2.3598 -2.7873  -0.27
F 7.8587 2.0672 -0.6649  -0.26
F 8.2754 0.3758 -1.9472  -0.29
O 0.9862 -1.7986 1.8223  -0.27
N -4.6355 1.4817 -0.3856  0.00
N 1.5318 -2.2034 -0.8398  0.73
N -1.4271 0.6118 -1.8103  0.16
N -2.2697 -3.1163 4.3400  -0.91
N -2.8190 0.2520 0.4349  -0.03
N -1.5163 -3.1688 1.8845  -0.15
C -5.4326 1.4843 0.7616  -0.24
C -4.8397 -5.3206 2.9795  -0.39
C -7.4385 2.2011 1.8910  -0.55
C -3.1216 2.0594 -2.7063  -0.83
C -6.6083 2.2205 0.7766  -0.66
C 1.7136 -2.4740 -2.1080  -0.42
C -0.1028 3.4667 -0.7368  0.10
C -5.8889 0.7484 3.0053  -0.58
C 2.0229 3.7481 0.3049  -0.09
C -0.6748 0.6707 -3.0645  0.96
C -4.1526 -4.6316 3.9303  -0.81
C -3.3732 0.9541 -0.4846  0.25
C -2.6119 -3.8656 2.1571  0.37
C 1.9580 0.8918 -2.6491  -0.34
C 7.5740 1.5195 -1.8643  0.81
C 1.9004 -2.6327 1.4975  -0.94
C 3.6351 -4.3044 2.0541  -0.60
C 2.6858 -3.3752 -2.5662  -1.07
C 3.3710 1.0294 -2.4632  0.38
C -3.0174 -3.8649 3.5421  0.85
C -2.2462 2.4408 -3.7763  -0.80
C 1.2775 5.3436 -1.3357  -0.44
C -5.0694 0.7531 1.8916  0.79
C 3.4740 -4.0130 -1.6522  -0.77
C 0.1044 4.6155 -1.4865  -0.61
C 2.6202 -3.4219 2.4193  0.52
C -4.4583 -5.2838 1.6048  -0.54
C -1.0628 1.8426 -3.9447  -1.00
C 3.2634 -3.7945 -0.2735  0.12
C 2.2281 4.9166 -0.4190  -0.85
C -3.3722 -4.5770 1.1899  -0.67
C 5.5798 0.0659 -2.3286  -0.79
C 2.2512 -2.8636 0.1002  -0.03
C 6.1059 1.3217 -2.0666  0.62
C 3.9153 2.2913 -2.2093  -0.28
C 4.2182 -0.0766 -2.5362  -0.26
C -0.4154 1.8229 2.6230  -1.25
C 3.9652 -4.4738 0.7403  0.75
C 0.8605 2.9871 0.1574  0.35
C 5.2738 2.4339 -2.0087  -1.21
C 0.7692 0.7676 -2.7796  -1.05
C -7.0856 1.4580 3.0018  -0.65
C -2.6206 1.2091 -1.7418  0.60
C 2.3237 0.9231 1.8122  -1.30
H -2.5474 3.2528 -4.4289  0.39
H -0.3555 2.1491 -4.7041  0.42
H 2.2216 0.0930 2.5101  0.24
H -4.4511 -4.6352 4.9707  0.43
H -1.4264 2.1389 2.3532  0.26
H 2.8079 -3.5475 -3.6279  0.45
H -8.3520 2.7809 1.8856  0.37
H -1.0302 2.9219 -0.8598  0.03
H -6.8783 2.7958 -0.1019  0.38
H 4.2398 -4.7093 -1.9655  0.41
H 5.6958 3.4096 -1.8024  0.38
H 3.0332 0.6144 1.0383  0.25
H 3.2600 3.1492 -2.1686  0.66
H -4.0900 2.5327 -2.6464  0.25
H 2.7506 1.7689 2.3577  0.53
H 2.7888 3.4229 0.9992  0.22
H 6.2288 -0.7981 -2.3630  0.49
H 3.8052 -1.0501 -2.7557  0.42
H 1.4471 6.2375 -1.9245  0.36
H -3.0791 -4.5211 0.1498  0.46
H 3.1386 5.4886 -0.2759  0.39
H -0.8271 -0.2806 -3.6155  0.47
H 0.0615 2.6367 3.1746  0.39
H -0.5063 0.9597 3.2890  0.30
H -5.0512 -5.8256 0.8785  0.38
H 1.0732 -1.9440 -2.8054  0.36
H -5.7101 -5.9012 3.2603  0.37
H 4.1579 -4.8587 2.8212  0.45
H -5.5880 0.1798 3.8771  0.45
H -0.6473 4.9350 -2.1987  0.43
H -7.7304 1.4287 3.8699  0.37
H -4.9536 2.0461 -1.1512  -0.03

***

Q: Which value of orbital gap does entry 2 give?
A: 5.8 eV